No. 1
ORCA calculation (ωB97M-V with the def2-TZVPD basis set) on 2 unconnected molecules or ions with the total composition C27H34N in a non-equilibrium geometry.

Summary:
HOMO-LUMO gap ... 0.1372 hartree
E_tot ... -1103.69635 hartree
HOMO ... -9.13 eV
Relative energy (zero: lowest compared OMol25 entry of this formula, charge and spin) ... 94.7 kJ/mol
Charge ... +1

CARTESIAN COORDINATES (ANGSTROEM)
C  -2.0645  3.8682  -2.6943
C  -2.1583  3.2703  -4.1012
C  -2.3936  1.7574  -4.1393
C  -1.9031  0.9133  -2.9703
N  -2.0087  -0.4326  -3.1544
C  -2.7289  -1.0426  -4.2699
C  -2.7286  -2.5541  -4.0061
C  -2.1809  -2.7441  -2.5867
C  -1.7171  -1.3635  -2.0866
C  -1.4522  1.5223  -1.8148
C  -1.1490  2.9877  -1.8095
H  -1.6405  4.8830  -2.7539
H  -3.0727  3.9800  -2.2756
H  -2.9841  3.7610  -4.6370
H  -1.2237  3.5060  -4.6240
H  -3.4871  1.6385  -4.2043
H  -2.0050  1.3832  -5.0960
H  -3.7726  -0.7073  -4.3166
H  -2.2982  -0.8313  -5.2517
H  -3.7511  -2.9425  -4.0606
H  -2.1279  -3.0966  -4.7472
H  -2.9931  -3.0901  -1.9381
H  -1.3757  -3.4840  -2.5445
H  -0.6552  -1.3730  -1.7991
H  -2.2644  -1.1030  -1.1673
H  -1.1861  0.9695  -0.9111
H  -0.1320  3.1377  -2.2227
H  -1.1518  3.3786  -0.7845
C  0.5825  2.3575  8.0864
C  0.3955  1.7317  6.7564
C  -0.8856  1.5723  6.2030
C  -1.0529  1.1118  4.9091
C  0.0617  0.7840  4.0929
C  -0.0992  0.3419  2.7417
C  0.9654  -0.2184  2.0686
C  0.8115  -1.1693  1.0849
C  1.9159  -1.7428  0.3892
C  1.6860  -2.5018  -0.7838
C  2.7321  -2.9609  -1.5485
C  4.0537  -2.7427  -1.1413
C  5.1711  -3.1862  -2.0240
C  4.3088  -2.1026  0.0752
C  3.2669  -1.5971  0.8395
C  1.3411  0.8224  4.7250
C  1.4988  1.2914  6.0117
H  1.6505  2.4362  8.3175
H  0.1538  3.3701  8.0687
H  0.0883  1.8075  8.9008
H  -1.7588  1.7952  6.8258
H  -2.0441  0.9978  4.4677
H  -1.1003  0.3606  2.3021
H  1.9819  0.0972  2.3184
H  -0.1969  -1.4714  0.7756
H  0.6456  -2.7014  -1.0670
H  2.5387  -3.4770  -2.4869
H  6.1327  -2.9427  -1.5626
H  5.1153  -4.2691  -2.1980
H  5.1178  -2.6954  -3.0065
H  5.3417  -1.9789  0.3999
H  3.4771  -1.0954  1.7815
H  2.2180  0.4880  4.1707
H  2.4914  1.2955  6.4731

Atomic partial charges in e from the natural (NBO) method, atoms 1 to 2: C -0.39; C -0.39

No. 2
ORCA calculation (ωB97M-V with the def2-TZVPD basis set) on a gas-phase ion, C5H9O3 (charge +1) in a non-equilibrium geometry.

Summary:
HOMO-LUMO gap ... 0.3755 hartree
E_tot ... -421.22084 hartree
HOMO ... -14.44 eV
Relative energy (zero: lowest compared OMol25 entry of this formula, charge and spin) ... 226.1 kJ/mol
Charge ... +1

CARTESIAN COORDINATES (ANGSTROEM)
C  -1.3827  -0.9060  -1.8967
C  0.5933  0.0193  -1.1598
C  2.0798  0.1190  -1.2524
C  -0.8745  0.1430  2.2710
C  -1.1489  0.5281  -0.0407
O  0.0479  -0.8412  -1.8904
O  -1.1099  -0.3829  0.9508
O  -1.8465  0.1398  -1.0925
H  -1.6498  -1.8280  -1.4450
H  -1.7017  -0.7876  -2.8489
H  2.5543  -0.7606  -1.4690
H  2.1950  0.8050  -1.9792
H  2.3744  0.3160  -0.2319
H  -0.9768  1.2671  2.3075
H  -0.0426  -0.4423  2.5617
H  -1.6713  -0.0791  2.8339
H  -1.0945  1.5239  0.0431

Atomic partial charges in e from the natural (NBO) method, atoms 1 to 2: C 0.24; C 0.51